The following is a DFT calculation (wB97M-V/def2-TZVPD) of a 9-piece molecular cluster, C36H72O18 overall at a distorted geometry.

HOMO   -10.03 eV
Kohn-Sham gap   0.3812 Eh
ΔE to the lowest compared entry with this formula, charge and spin   14.9201 eV
Strongest force on any atom   0.24466 hartree/bohr

```
! RIJCOSX wB97M-V def2-TZVPD def2/J DEFGRID3
* xyz 0 1
O 8.889 49.855 50.426
C 8.103 49.283 49.686
O 8.454 48.500 48.652
C 9.773 48.044 48.555
C 9.689 46.623 47.952
C 6.616 49.129 49.969
H 10.412 48.133 49.616
H 10.361 48.742 47.773
H 9.200 46.051 48.636
H 10.784 46.292 47.830
H 9.101 46.464 47.083
H 6.212 49.820 49.337
H 6.597 49.481 51.036
H 6.329 48.151 49.834
O 2.659 46.667 43.531
C 3.430 46.282 44.479
O 3.841 47.058 45.571
C 3.299 48.286 45.789
C 4.104 48.986 46.845
C 4.061 44.887 44.401
H 2.227 48.233 46.049
H 3.496 48.745 44.850
H 5.012 48.690 46.974
H 3.555 48.775 47.819
H 3.959 50.030 46.678
H 3.607 44.325 45.357
H 5.220 45.018 44.436
H 3.745 44.368 43.401
O 16.709 50.037 46.425
C 16.732 49.571 47.467
O 15.830 48.609 47.969
C 14.835 48.306 47.077
C 13.957 47.242 47.690
C 17.446 50.090 48.650
H 15.195 47.865 45.960
H 14.143 49.255 46.816
H 13.005 47.290 47.007
H 13.860 47.227 48.792
H 14.393 46.311 47.382
H 17.848 49.368 49.195
H 16.753 50.732 49.243
H 18.482 50.609 48.218
O 13.057 46.749 52.481
C 14.017 46.292 51.754
O 13.931 45.259 50.854
C 12.806 44.355 50.774
C 12.547 43.615 49.491
C 15.395 46.907 51.713
H 11.985 44.982 50.983
H 12.837 43.697 51.698
H 11.709 42.964 49.488
H 13.417 43.190 48.945
H 12.200 44.386 48.761
H 16.143 46.313 52.361
H 15.522 47.943 52.139
H 15.640 46.966 50.773
O 4.198 51.530 50.011
C 4.272 52.586 50.578
O 5.461 53.262 50.829
C 6.743 52.693 50.494
C 7.664 53.928 50.459
C 3.056 53.280 51.009
H 6.802 52.203 49.692
H 7.144 52.111 51.422
H 7.747 54.543 51.367
H 7.201 54.697 49.907
H 8.648 53.728 49.948
H 2.103 52.716 51.139
H 2.937 54.075 50.356
H 3.265 53.817 51.996
O 9.740 46.265 55.918
C 10.171 45.390 55.179
O 9.670 45.189 53.925
C 8.449 45.888 53.516
C 8.290 45.816 52.037
C 11.472 44.619 55.412
H 8.717 46.909 53.505
H 7.627 45.568 54.142
H 7.832 44.956 51.713
H 9.209 45.968 51.456
H 7.774 46.475 51.739
H 11.761 44.908 56.398
H 11.924 45.167 54.643
H 11.228 43.778 54.938
O 6.111 49.415 43.346
C 6.598 48.957 44.406
O 7.127 49.655 45.323
C 6.763 51.010 45.488
C 7.453 51.548 46.688
C 6.830 47.518 44.633
H 5.799 51.501 45.458
H 7.234 51.529 44.740
H 7.376 50.829 47.521
H 6.780 52.313 47.013
H 8.582 51.808 46.677
H 7.892 47.024 44.758
H 6.484 46.931 43.721
H 6.602 47.292 45.589
O 2.916 42.677 50.549
C 2.922 42.736 49.273
O 3.858 43.416 48.581
C 4.772 44.148 49.233
C 5.858 44.510 48.237
C 1.749 42.112 48.313
H 5.388 43.609 49.901
H 4.676 45.030 49.674
H 5.477 45.103 47.445
H 6.493 43.847 47.746
H 6.605 45.031 48.658
H 1.789 42.798 47.364
H 0.819 42.123 48.519
H 2.051 41.246 47.919
O 6.682 49.585 53.857
C 6.867 49.000 54.869
O 6.042 47.855 55.274
C 5.032 47.477 54.312
C 4.392 46.130 54.835
C 7.936 49.230 55.866
H 5.466 47.388 53.349
H 4.274 48.125 54.114
H 3.828 46.409 55.750
H 5.115 45.417 55.211
H 3.569 45.755 54.122
H 8.736 49.930 55.512
H 8.557 48.474 56.295
H 7.590 49.775 56.820
*
```

---

The following is a DFT calculation (wB97M-V/def2-TZVPD) of a 9-piece molecular cluster, C36H72O21 overall at a distorted geometry.

HOMO   -9.99 eV
Kohn-Sham gap   0.3799 Eh
ΔE to the lowest compared entry with this formula, charge and spin   3.6474 eV
Strongest force on any atom   0.09358 hartree/bohr

```
! RIJCOSX wB97M-V def2-TZVPD def2/J DEFGRID3
* xyz 0 1
C -15.548 -17.513 -5.510
C -14.990 -18.954 -5.753
O -15.076 -19.789 -4.645
C -14.908 -21.129 -4.662
O -14.638 -21.760 -5.700
O -15.033 -21.609 -3.434
C -14.589 -22.900 -3.090
H -16.549 -17.648 -5.102
H -15.637 -16.954 -6.442
H -14.906 -16.962 -4.822
H -13.934 -19.008 -6.018
H -15.542 -19.376 -6.593
H -15.307 -23.663 -3.390
H -14.479 -22.978 -2.009
H -13.695 -23.182 -3.646
C -15.661 -26.112 -10.906
C -17.020 -25.444 -10.697
O -17.909 -25.958 -11.673
C -18.504 -27.162 -11.515
O -18.499 -27.880 -10.512
O -19.310 -27.309 -12.605
C -20.199 -28.433 -12.721
H -15.416 -25.790 -11.918
H -15.890 -27.144 -10.638
H -15.083 -25.700 -10.079
H -16.989 -24.356 -10.754
H -17.320 -25.423 -9.649
H -19.516 -29.276 -12.613
H -20.424 -28.460 -13.787
H -20.991 -28.369 -11.974
C -22.410 -31.864 -18.728
C -21.193 -31.059 -19.210
O -21.648 -29.857 -19.773
C -21.367 -29.549 -21.018
O -20.705 -30.245 -21.823
O -21.884 -28.361 -21.309
C -21.601 -27.657 -22.522
H -22.969 -32.174 -19.610
H -22.949 -31.233 -18.021
H -22.344 -32.780 -18.142
H -20.665 -31.558 -20.023
H -20.530 -30.834 -18.375
H -20.623 -27.192 -22.400
H -22.273 -26.852 -22.819
H -21.607 -28.236 -23.446
O -15.403 -34.170 -15.163
C -15.646 -34.816 -14.164
O -14.972 -35.816 -13.619
C -13.652 -36.109 -14.097
C -12.658 -34.956 -13.793
C -16.932 -34.498 -13.434
H -13.722 -36.302 -15.167
H -13.316 -37.027 -13.613
H -13.039 -34.047 -14.259
H -11.726 -35.111 -14.337
H -12.531 -34.799 -12.722
H -17.715 -34.663 -14.175
H -16.984 -33.436 -13.195
H -17.130 -34.968 -12.471
O -10.951 -26.960 -6.673
C -9.879 -26.589 -7.171
O -9.416 -27.133 -8.278
C -10.031 -28.152 -9.008
C -9.091 -28.809 -10.063
C -8.911 -25.639 -6.488
H -10.943 -27.777 -9.472
H -10.391 -28.904 -8.305
H -8.633 -29.730 -9.704
H -8.302 -28.241 -10.556
H -9.773 -28.993 -10.893
H -9.148 -24.596 -6.698
H -7.940 -25.759 -6.968
H -8.855 -25.840 -5.418
O -8.702 -28.404 -16.131
C -8.458 -27.228 -16.418
O -9.360 -26.198 -16.393
C -10.640 -26.256 -15.872
C -11.335 -24.875 -16.187
C -7.136 -26.730 -16.980
H -10.786 -26.326 -14.794
H -11.242 -27.098 -16.213
H -10.554 -24.133 -16.017
H -12.126 -24.928 -15.440
H -11.748 -24.953 -17.193
H -6.941 -27.191 -17.948
H -6.434 -27.070 -16.219
H -7.051 -25.644 -17.007
O -22.626 -25.077 -7.011
C -21.497 -25.123 -6.437
O -20.686 -24.013 -6.178
C -21.198 -22.732 -6.290
C -20.411 -21.744 -7.134
C -20.871 -26.424 -6.052
H -21.390 -22.260 -5.326
H -22.178 -22.763 -6.765
H -20.977 -20.826 -7.295
H -20.163 -22.148 -8.115
H -19.444 -21.450 -6.725
H -19.869 -26.556 -6.460
H -21.561 -27.199 -6.384
H -20.724 -26.491 -4.974
O -20.207 -22.814 -15.273
C -19.744 -22.641 -16.391
O -18.664 -21.952 -16.655
C -17.881 -21.431 -15.639
C -18.412 -19.981 -15.298
C -20.247 -23.311 -17.729
H -16.929 -21.225 -16.127
H -17.767 -22.087 -14.776
H -19.474 -19.921 -15.060
H -18.327 -19.195 -16.049
H -17.776 -19.518 -14.543
H -20.721 -24.282 -17.586
H -19.483 -23.480 -18.488
H -20.927 -22.525 -18.056
O -29.108 -29.739 -7.482
C -28.546 -30.300 -8.463
O -29.210 -31.012 -9.386
C -30.612 -31.088 -9.497
C -30.878 -31.741 -10.866
C -27.020 -30.243 -8.643
H -31.110 -30.140 -9.295
H -30.978 -31.707 -8.677
H -30.218 -31.546 -11.711
H -31.917 -31.628 -11.177
H -30.659 -32.800 -10.727
H -26.736 -29.862 -9.624
H -26.798 -31.309 -8.607
H -26.531 -29.736 -7.811
*
```